No. 1
{
  "formula": "C13H19N3O4S",
  "method": "ωB97M-V with the def2-TZVPD basis set",
  "e_lumo_ev": -0.31,
  "total_charge": 0,
  "gap_ev": 8.2,
  "e_homo_ev": -8.49,
  "de_lowest_ev": 15.064,
  "species": ["C", "N", "S", "O", "O", "C", "C", "C", "C", "C", "C", "H", "H", "N", "C", "O", "N", "C", "H", "H", "C", "O", "C", "H", "C", "H", "H", "H", "H", "H", "H", "H", "H", "C", "H", "H", "H", "H", "H", "H"],
  "xyz": [[5.18, 1.39, 0.46], [4.64, 0.15, 0.72], [4.00, -0.68, -0.53], [3.82, -2.16, -0.07], [4.53, -0.65, -1.89], [2.13, -0.19, -0.53], [1.18, -0.57, 0.56], [-0.02, 0.10, 0.24], [-0.43, 0.98, -0.75], [0.60, 1.27, -1.64], [1.78, 0.98, -1.57], [2.47, 1.13, -2.45], [0.31, 1.82, -2.52], [-1.63, 1.60, -0.70], [-2.78, 1.25, -0.08], [-3.53, 2.16, 0.55], [-3.00, -0.20, 0.41], [-2.74, -1.21, -0.42], [-1.79, -0.80, -1.25], [-2.43, -1.95, 0.25], [-4.00, -1.56, -1.40], [-5.16, -1.75, -0.32], [-5.38, -0.62, 0.38], [-6.28, -1.00, 1.12], [-4.19, -0.14, 0.95], [-4.35, 0.61, 1.75], [-3.91, -1.31, 1.88], [-5.65, 0.27, -0.34], [-3.83, -2.49, -1.78], [-4.18, -0.77, -1.93], [-1.67, 2.55, -1.21], [-0.74, -0.19, 1.02], [1.61, -1.09, 1.19], [4.83, -0.58, 1.95], [5.90, -0.58, 2.10], [4.47, 0.33, 2.85], [4.47, -1.45, 1.81], [4.92, 1.61, -0.41], [6.20, 1.37, 0.52], [4.63, 2.34, 1.08]],
  "nbo_charge": [-0.36, -0.66, 2.17, -0.96, -0.88, -0.21, -0.16, -0.22, 0.12, -0.19, -0.23, 0.25, 0.20, -0.62, 0.75, -0.63, -0.49, -0.20, 0.20, 0.22, -0.07, -0.55, -0.11, 0.23, -0.12, 0.28, 0.04, 0.15, 0.20, 0.17, 0.44, 0.22, 0.21, -0.35, 0.19, 0.17, 0.23, 0.20, 0.20, 0.17]
}

No. 2
{
  "formula": "C13H19N3O4Ta",
  "method": "ωB97M-V with the def2-TZVPD basis set",
  "e_lumo_ev": [-3.58, -3.58],
  "total_charge": 1,
  "gap_ev": [7.9, 7.9],
  "e_homo_ev": [-11.46, -11.46],
  "de_lowest_ev": 2.156,
  "species": ["Ta", "N", "N", "C", "O", "O", "H", "H", "H", "N", "C", "C", "O", "O", "H", "H", "H", "H", "C", "C", "C", "C", "C", "C", "C", "C", "C", "C", "H", "H", "H", "H", "H", "H", "H", "H", "H", "H", "H", "H"],
  "xyz": [[1.73, -0.12, 0.13], [3.42, 1.11, 1.89], [3.36, 2.40, 1.33], [2.47, 2.73, 0.33], [2.41, 3.83, -0.13], [1.72, 1.69, -0.02], [3.07, 1.09, 2.85], [4.37, 0.75, 1.87], [3.87, 3.17, 1.76], [0.68, -0.99, -2.13], [1.52, -2.20, -2.21], [2.60, -1.77, -1.20], [3.53, -1.05, -1.51], [2.24, -1.93, 0.02], [-0.32, -1.21, -2.21], [0.91, -0.34, -2.89], [1.93, -2.40, -3.20], [0.98, -3.07, -1.83], [-2.07, -0.51, 2.57], [-1.22, 0.14, 1.47], [-1.04, 1.62, 1.79], [0.07, -0.58, 1.24], [-1.82, -0.12, 0.07], [-1.93, 0.90, -0.87], [-2.44, 0.64, -2.14], [-2.81, -0.65, -2.50], [-2.68, -1.67, -1.57], [-2.20, -1.41, -0.30], [-1.61, -0.35, 3.54], [-2.17, -1.58, 2.43], [-3.06, -0.07, 2.58], [-0.62, 1.70, 2.79], [-2.00, 2.13, 1.79], [-0.37, 2.11, 1.09], [0.00, -1.62, 1.54], [-1.67, 1.92, -0.62], [-2.55, 1.45, -2.84], [-3.20, -0.85, -3.48], [-2.97, -2.68, -1.83], [-2.13, -2.22, 0.40]],
  "nbo_charge": [1.95, -0.65, -0.50, 0.88, -0.54, -0.77, 0.40, 0.40, 0.42, -0.82, -0.31, 0.70, -0.55, -0.69, 0.43, 0.41, 0.24, 0.24, -0.59, -0.16, -0.60, -0.49, 0.00, -0.23, -0.20, -0.23, -0.24, -0.18, 0.22, 0.21, 0.23, 0.22, 0.23, 0.21, 0.22, 0.23, 0.23, 0.23, 0.23, 0.21]
}

No. 3
{
  "formula": "C13H19NO2",
  "method": "ωB97M-V with the def2-TZVPD basis set",
  "e_lumo_ev": 0.90,
  "total_charge": 0,
  "gap_ev": 9.4,
  "e_homo_ev": -8.48,
  "de_lowest_ev": 1.526,
  "smiles": "O[C@@H](COc1ccccc1)CN1CCCC1",
  "species": ["O", "C", "C", "O", "C", "C", "C", "C", "C", "C", "H", "H", "H", "H", "H", "H", "H", "C", "N", "C", "C", "H", "H", "C", "H", "H", "C", "H", "H", "H", "H", "H", "H", "H", "H"],
  "xyz": [[-0.88, -2.52, -0.35], [-0.06, -1.46, 0.04], [0.51, -0.76, -1.22], [1.29, 0.38, -0.93], [2.56, 0.23, -0.44], [3.20, 1.42, -0.10], [4.49, 1.40, 0.39], [5.17, 0.20, 0.53], [4.53, -0.98, 0.19], [3.24, -0.97, -0.30], [2.77, -1.91, -0.56], [5.05, -1.92, 0.30], [6.18, 0.19, 0.91], [4.97, 2.33, 0.65], [2.66, 2.35, -0.22], [1.07, -1.49, -1.82], [-0.32, -0.39, -1.82], [-0.84, -0.46, 0.91], [-2.07, -0.09, 0.22], [-2.17, 1.29, -0.21], [-3.60, 1.41, -0.72], [-4.00, 2.41, -0.58], [-3.65, 1.16, -1.78], [-4.38, 0.36, 0.11], [-5.14, 0.82, 0.74], [-4.87, -0.36, -0.54], [-3.30, -0.33, 0.96], [-3.47, -1.40, 1.07], [-3.26, 0.12, 1.96], [-1.42, 1.51, -0.98], [-2.00, 1.99, 0.63], [-0.22, 0.42, 1.11], [-1.07, -0.94, 1.86], [0.76, -1.89, 0.63], [-1.71, -2.12, -0.64]],
  "nbo_charge": [-0.72, 0.07, -0.09, -0.52, 0.39, -0.29, -0.19, -0.25, -0.19, -0.33, 0.22, 0.21, 0.21, 0.21, 0.22, 0.18, 0.20, -0.25, -0.48, -0.21, -0.41, 0.21, 0.21, -0.41, 0.21, 0.21, -0.21, 0.20, 0.16, 0.21, 0.16, 0.21, 0.20, 0.18, 0.48]
}

No. 4
{
  "formula": "C13H19NOS",
  "method": "ωB97M-V with the def2-TZVPD basis set",
  "e_lumo_ev": 0.31,
  "total_charge": 0,
  "gap_ev": 7.9,
  "e_homo_ev": -7.59,
  "de_lowest_ev": 1.297,
  "smiles": "CCC1=C/C(=C\\NC2CCCCC2)C(=O)S1",
  "species": ["O", "S", "C", "C", "C", "C", "C", "N", "C", "C", "C", "C", "C", "C", "C", "C", "H", "H", "H", "H", "H", "H", "H", "H", "H", "H", "H", "H", "H", "H", "H", "H", "H", "H", "H"],
  "xyz": [[-1.57, 3.75, 1.76], [0.24, 4.63, -0.04], [-0.63, 3.49, 1.01], [1.06, 2.16, -0.18], [1.30, 3.42, -0.69], [-0.09, 2.15, 0.77], [-0.70, 1.05, 1.33], [-0.12, -0.21, 1.03], [1.93, 4.24, -2.97], [2.46, 3.75, -1.64], [-0.97, -4.31, 0.31], [-1.55, -3.25, -0.62], [-1.00, -3.80, 1.76], [-0.78, -1.95, -0.50], [-0.35, -2.44, 1.96], [-0.89, -1.43, 0.94], [1.68, 1.31, -0.44], [-1.61, 1.15, 1.91], [0.70, -0.17, 0.43], [1.56, 3.38, -3.53], [1.16, 5.01, -2.89], [2.74, 4.67, -3.51], [3.13, 2.90, -1.75], [3.04, 4.57, -1.20], [-1.53, -5.29, 0.22], [0.09, -4.52, 0.07], [-2.58, -3.13, -0.35], [-1.46, -3.58, -1.64], [-0.48, -4.53, 2.43], [-2.04, -3.76, 2.07], [0.27, -2.14, -0.80], [-1.18, -1.21, -1.24], [-0.60, -2.12, 2.97], [0.73, -2.54, 1.83], [-1.93, -1.24, 1.17]],
  "nbo_charge": [-0.59, 0.28, 0.38, -0.26, -0.15, -0.29, 0.15, -0.58, -0.60, -0.43, -0.39, -0.40, -0.40, -0.40, -0.40, -0.05, 0.20, 0.24, 0.39, 0.21, 0.21, 0.21, 0.22, 0.21, 0.21, 0.19, 0.20, 0.21, 0.21, 0.19, 0.19, 0.22, 0.22, 0.20, 0.20]
}

No. 5
{
  "formula": "C13H20BBaCl3GeN2O3",
  "method": "ωB97M-V with the def2-TZVPD basis set",
  "e_lumo_ev": [-2.96, -4.35],
  "total_charge": 1,
  "multiplicity": 2,
  "gap_ev": [8.8, 7.3],
  "e_homo_ev": [-11.72, -11.68],
  "de_lowest_ev": 0.000,
  "species": ["Ba", "N", "C", "C", "N", "H", "H", "H", "H", "H", "H", "H", "H", "Cl", "Ge", "Cl", "Cl", "O", "C", "C", "C", "C", "C", "C", "C", "C", "C", "O", "B", "O", "C", "C", "H", "H", "H", "H", "H", "H", "H", "H", "H", "H", "H", "H"],
  "xyz": [[-3.01, 0.87, 0.78], [-4.63, 2.96, 1.86], [-4.65, 3.04, 3.33], [-3.28, 2.74, 3.90], [-2.89, 1.33, 3.65], [-4.13, 3.76, 1.47], [-5.58, 3.07, 1.50], [-5.37, 2.31, 3.71], [-4.97, 4.02, 3.69], [-3.28, 2.97, 4.97], [-2.53, 3.38, 3.42], [-3.48, 0.73, 4.22], [-1.95, 1.18, 4.00], [-3.16, 1.57, -2.11], [-2.12, 3.72, -1.85], [-3.92, 4.67, -0.94], [-1.14, 3.11, 0.33], [-6.61, -1.48, 1.76], [-5.69, -0.92, 1.45], [4.94, -0.70, -2.42], [4.09, -1.93, -2.12], [3.84, -2.67, -3.44], [4.88, -2.84, -1.17], [2.75, -1.57, -1.49], [2.36, -0.25, -1.25], [1.13, 0.09, -0.68], [0.32, -0.96, -0.35], [-0.97, -0.94, 0.24], [-1.30, -2.29, 0.34], [-0.35, -3.12, -0.13], [0.68, -2.27, -0.57], [1.88, -2.62, -1.13], [5.88, -1.01, -2.87], [5.17, -0.14, -1.51], [4.45, -0.02, -3.13], [4.79, -2.94, -3.91], [3.27, -2.05, -4.14], [3.28, -3.60, -3.29], [5.84, -3.10, -1.61], [4.35, -3.77, -0.96], [5.07, -2.34, -0.22], [3.03, 0.55, -1.52], [0.85, 1.12, -0.51], [2.13, -3.65, -1.29]],
  "lowdin_spin": [0.04, 0.00, 0.00, 0.00, 0.00, 0.00, 0.00, 0.00, 0.00, 0.00, 0.00, 0.00, 0.00, 0.00, 0.00, 0.00, 0.00, 0.00, 0.00, 0.00, 0.00, 0.00, 0.00, 0.00, 0.00, 0.00, 0.03, 0.14, 0.64, 0.11, 0.03, 0.00, 0.00, 0.00, 0.00, 0.00, 0.00, 0.00, 0.00, 0.00, 0.00, 0.00, 0.00, 0.00]
}

No. 6
{
  "formula": "C13H20Br21ClFNOP",
  "method": "ωB97M-V with the def2-TZVPD basis set",
  "e_lumo_ev": -2.86,
  "total_charge": 1,
  "gap_ev": 8.8,
  "e_homo_ev": -11.68,
  "species": ["O", "P", "Cl", "C", "C", "N", "C", "C", "C", "C", "F", "H", "H", "H", "H", "H", "H", "H", "H", "H", "H", "H", "H", "H", "C", "Br", "Br", "Br", "H", "C", "Br", "Br", "Br", "H", "C", "Br", "Br", "Br", "H", "C", "Br", "Br", "Br", "H", "C", "Br", "Br", "Br", "H", "C", "Br", "Br", "Br", "H", "C", "Br", "Br", "Br", "H"],
  "xyz": [[-2.04, 2.62, 4.91], [-2.17, 2.84, 3.30], [-0.53, 4.04, 2.94], [-1.62, 1.12, 2.78], [-2.27, 0.89, 1.41], [-1.25, 1.51, 0.48], [0.12, 1.33, 1.10], [-0.18, 0.66, 2.43], [0.92, 0.59, 3.49], [1.67, 1.84, 3.91], [2.92, 1.43, 4.36], [-2.78, 3.05, 5.38], [-2.03, 0.48, 3.56], [-3.23, 1.39, 1.27], [-2.33, -0.16, 1.16], [-1.30, 1.07, -0.45], [-1.47, 2.50, 0.33], [0.71, 0.70, 0.44], [0.60, 2.30, 1.16], [-0.34, -0.40, 2.17], [0.51, 0.09, 4.37], [1.69, -0.08, 3.09], [1.19, 2.36, 4.74], [1.84, 2.53, 3.08], [-1.17, -2.38, -1.22], [-1.61, -0.69, -2.04], [0.48, -2.26, -0.23], [-2.61, -3.02, -0.12], [-1.02, -3.08, -2.03], [-2.59, -3.27, -4.68], [-2.84, -4.41, -3.15], [-3.70, -1.70, -4.59], [-0.74, -2.79, -4.88], [-2.88, -3.83, -5.55], [-2.74, -7.28, -6.54], [-3.52, -5.67, -7.26], [-0.96, -6.96, -5.89], [-3.87, -8.06, -5.20], [-2.67, -7.98, -7.36], [-2.33, 3.41, -2.79], [-2.42, 1.96, -4.04], [-3.61, 3.21, -1.36], [-0.55, 3.61, -2.09], [-2.58, 4.33, -3.31], [6.10, 1.85, 2.45], [7.52, 1.89, 1.17], [4.50, 2.68, 1.76], [5.75, 0.06, 3.05], [6.40, 2.43, 3.31], [0.86, 0.67, -6.60], [-1.02, 0.54, -7.02], [1.57, 2.37, -7.16], [1.25, 0.35, -4.74], [1.36, -0.09, -7.17], [4.21, -0.06, 6.67], [2.79, 0.75, 7.68], [5.92, 0.23, 7.48], [3.88, -1.93, 6.36], [4.23, 0.42, 5.70]],
  "nbo_charge": [-0.98, 1.10, -0.32, -0.58, -0.23, -0.58, -0.24, -0.21, -0.44, 0.05, -0.38, 0.52, 0.28, 0.24, 0.24, 0.46, 0.45, 0.24, 0.24, 0.23, 0.23, 0.24, 0.19, 0.17, -0.52, 0.09, 0.09, 0.11, 0.24, -0.51, 0.10, 0.09, 0.09, 0.24, -0.50, 0.08, 0.10, 0.11, 0.23, -0.50, 0.14, 0.07, 0.08, 0.24, -0.50, 0.12, 0.06, 0.10, 0.23, -0.50, 0.09, 0.11, 0.08, 0.23, -0.50, 0.08, 0.10, 0.08, 0.24]
}

Electronic energy, record by record: -1369.66686; -1028.77643; -711.97702; -1034.92937; -4350.48171; -55592.80520 Eh